(1)
The following is a DFT calculation (ωB97M-V with the def2-TZVPD basis set) of 3 unconnected molecules or ions with the total composition C4H16NO3 in a non-equilibrium geometry.

```
24
Properties=species:S:1:pos:R:3:lowdin_charge:R:1
C 0.5081 1.6210 0.1258 -0.178
C -0.9579 1.2791 0.3959 -0.161
C -1.5106 -0.0057 -0.3002 -0.145
C -0.4989 -1.0829 -0.7195 -0.191
O 0.5230 -1.4410 0.2630 -0.088
N 0.8134 1.8504 -1.3373 0.135
H 1.1234 0.9073 0.6501 0.108
H 0.7064 2.5732 0.6253 0.132
H -1.0758 1.1993 1.4810 0.120
H -1.6200 2.1072 0.1318 0.115
H -2.0181 0.3441 -1.2041 0.119
H -2.1825 -0.5079 0.3960 0.114
H -1.0459 -1.9780 -1.0067 0.134
H 0.0687 -0.7487 -1.5811 0.102
H -0.0159 -1.7790 1.0144 0.069
H 1.0844 2.7948 -1.5741 0.150
H 0.1248 1.5523 -2.0198 0.142
H 1.5561 0.9471 -1.2115 0.076
H -0.4716 -2.3645 3.2119 0.076
H -1.1150 -3.4731 2.5231 0.085
O -0.7495 -2.6002 2.3192 -0.019
H 1.5734 -0.9262 -0.4741 0.058
H 3.0094 -0.0199 -0.6509 0.100
O 2.1704 -0.2487 -1.0583 -0.051
```

Electronic energy   -12033.1599 eV
Frontier orbital gap   11.8 eV
Maximum force   0.0656 hartree/bohr
Charge   +1
Highest occupied orbital energy   -14.5779 eV

***

(2)
The following is a DFT calculation (ωB97M-V with the def2-TZVPD basis set) of a molecular structure, C7H19O9Tl in a non-equilibrium geometry.

```
36
Properties=species:S:1:pos:R:3:lowdin_charge:R:1
Tl -3.8092 -23.8076 -19.7000 0.963
O -2.1108 -21.9246 -13.2451 0.265
C -3.2384 -21.7522 -13.8952 -0.752
O -4.2383 -21.3314 -13.3373 0.389
O -3.2069 -22.0225 -15.0786 0.306
H -1.6478 -22.0847 -14.0707 0.141
C 0.0918 -27.8646 -19.1851 -0.228
C 0.2690 -27.3815 -17.7460 -0.226
O -0.9215 -26.7346 -17.3697 -0.031
O -0.3035 -26.8368 -20.0226 -0.019
H -0.8054 -28.4796 -19.1144 0.130
H 0.8007 -28.5088 -19.7051 0.141
H 1.1626 -26.7594 -17.6956 0.130
H 0.5276 -28.2271 -17.1086 0.133
H -0.8078 -26.6759 -16.4183 0.097
H -0.1694 -27.0814 -20.9411 0.108
C 1.0265 -21.2428 -21.4172 -0.180
C 1.7458 -21.8716 -20.1570 -0.192
O 0.8857 -22.2318 -19.0893 -0.033
O -0.1386 -21.9495 -21.9132 -0.065
H 1.7938 -21.2080 -22.1906 0.122
H 0.8212 -20.1810 -21.2811 0.122
H 2.4573 -21.1412 -19.7718 0.126
H 2.3727 -22.7423 -20.3491 0.128
H 1.3671 -22.5841 -18.3371 0.096
H -0.0015 -21.9672 -22.8631 0.085
C -5.6761 -28.6490 -17.6562 -0.249
C -6.6889 -27.7569 -16.8156 -0.165
O -6.2012 -26.4160 -16.7381 -0.046
O -5.4019 -28.0127 -18.8140 -0.026
H -6.2197 -29.5818 -17.8062 0.133
H -4.7322 -28.7879 -17.1291 0.131
H -6.7987 -28.1543 -15.8066 0.126
H -7.6677 -27.6021 -17.2696 0.136
H -6.7330 -25.9065 -16.1224 0.098
H -5.3142 -28.7796 -19.3848 0.108
```

Electronic energy   -30662.1362 eV
Frontier orbital gap   1.8 eV
Maximum force   0.0784 hartree/bohr
Charge   +2
Highest occupied orbital energy   -14.9962 eV

***

(3)
The following is a DFT calculation (ωB97M-V with the def2-TZVPD basis set) of a molecular structure, C8H10F6N3NaO13 in a non-equilibrium geometry.

```
41
Properties=species:S:1:pos:R:3:lowdin_charge:R:1
Na -1.0080 0.5784 -0.0102 0.444
N 0.5025 -1.1087 -2.6582 -0.583
O -0.0282 -1.0690 -1.5016 -0.098
O -0.2224 -1.3562 -3.6164 0.008
O 1.7364 -0.9394 -2.7782 -0.099
N -2.3692 2.0090 -2.9347 -0.599
O -1.8936 1.5287 -3.9739 -0.044
O -1.6273 2.1661 -1.9079 -0.128
O -3.5521 2.4174 -2.8983 -0.070
N -4.0597 -0.8490 -1.5660 -0.616
O -3.7381 -1.3818 -2.6443 -0.051
O -3.1830 -0.5560 -0.7166 -0.100
O -5.2779 -0.6266 -1.3555 -0.106
C -1.7016 -4.3554 2.5917 -0.052
C -0.5983 -3.5688 1.9071 -0.193
O 0.1518 -2.7516 2.8114 0.040
C -0.0999 -1.4523 2.8777 -0.365
O -0.6725 -0.8722 2.0094 0.180
C 0.4897 -0.7231 4.0913 -0.547
F 1.4175 0.1452 3.7131 0.189
F -0.5288 -0.0711 4.6712 0.165
F 1.0148 -1.5672 4.9790 0.164
H -2.3277 -4.7713 1.8057 0.087
H -2.3046 -3.6800 3.2000 0.081
H -1.2389 -5.0923 3.2483 0.071
H -0.9983 -2.9651 1.0893 0.131
H 0.0996 -4.2352 1.4008 0.129
C 2.1169 2.3408 -3.1467 -0.049
C 2.1521 1.6566 -1.7873 -0.187
O 2.7609 2.4697 -0.7600 0.076
C 2.1519 2.5731 0.3834 -0.399
O 1.1290 2.0145 0.6662 0.158
C 2.7843 3.4747 1.4364 -0.551
F 3.2546 2.7355 2.4466 0.155
F 3.8082 4.1730 0.9417 0.163
F 1.8523 4.2549 1.9824 0.171
H 3.1184 2.4377 -3.5723 0.065
H 1.6221 3.3115 -3.1497 0.077
H 1.5361 1.6785 -3.7894 0.087
H 2.6042 0.6729 -1.9190 0.103
H 1.1267 1.3545 -1.5665 0.096
```

Electronic energy   -60260.3907 eV
Frontier orbital gap   5.4 eV
Maximum force   0.0423 hartree/bohr
Charge   -2
Highest occupied orbital energy   -1.6209 eV

***

(4)
The following is a DFT calculation (ωB97M-V with the def2-TZVPD basis set) of a molecular structure, C18H21BeN4Sb in a non-equilibrium geometry.

```
45
Properties=species:S:1:pos:R:3:lowdin_charge:R:1
Be 6.3340 8.2302 8.4276 0.063
C 5.2706 10.3144 5.7927 -0.013
C 5.6669 10.8500 7.1143 -0.300
C 5.3122 12.1606 7.3974 0.019
C 6.1831 12.8153 8.2971 0.010
C 7.2014 12.0848 8.9742 -0.098
C 7.2203 10.7064 8.7647 -0.455
N 6.4075 10.0578 7.9294 0.072
Sb 8.6194 9.6946 10.0254 1.638
C 8.6980 8.3171 8.2148 -0.335
C 9.9573 8.3894 7.5588 -0.081
C 10.1772 7.6828 6.3693 -0.016
C 9.1543 6.8759 5.8936 0.017
C 7.9319 6.7777 6.6332 -0.241
C 6.9180 5.7371 6.1988 -0.003
N 7.7090 7.5627 7.7100 0.022
C 6.7954 8.9252 10.7780 -0.450
C 6.2603 9.2803 12.0567 -0.041
C 5.2505 8.4286 12.5900 0.011
C 5.0762 7.1361 12.0470 -0.003
C 5.6481 6.8885 10.8206 -0.250
C 5.7998 5.4419 10.4556 -0.005
N 6.2934 7.9201 10.0761 0.006
H 5.3021 11.0774 4.9541 0.132
H 5.8826 9.4992 5.5317 0.063
H 4.1774 10.1260 5.8148 0.108
H 4.4895 12.6521 6.9004 0.135
H 6.1360 13.8951 8.5419 0.136
H 8.0326 12.6090 9.4981 0.112
H 10.7191 8.9567 8.0909 0.090
H 11.1458 7.8063 5.8931 0.131
H 9.3615 6.1571 5.0177 0.161
H 7.1936 5.3601 5.2176 0.091
H 6.9959 4.9204 6.9125 0.097
H 5.8439 6.0362 6.0936 0.080
H 6.6503 10.0906 12.6768 0.116
H 4.5853 8.7974 13.3901 0.137
H 4.6300 6.3698 12.6514 0.133
H 6.6502 5.0160 11.0748 0.136
H 4.8717 4.9287 10.7108 0.100
H 6.0908 5.3167 9.4354 0.053
N 4.8166 7.6623 7.8513 0.183
H 5.0601 7.2677 6.9600 0.056
H 4.2132 8.4375 7.6275 0.098
H 4.3603 7.0429 8.4692 0.089
```

Electronic energy   -31893.1265 eV
Frontier orbital gap   8.6 eV
Maximum force   0.0596 hartree/bohr
Charge   +2
Highest occupied orbital energy   -15.2319 eV

***

(5)
The following is a DFT calculation (ωB97M-V with the def2-TZVPD basis set) of ClH4N2P in the gas phase in a non-equilibrium geometry.

```
8
Properties=species:S:1:pos:R:3:lowdin_charge:R:1
N 1.3224 0.7036 0.0335 -0.203
P -0.0845 -0.2396 0.8796 0.440
N -0.9020 -1.0850 -0.3269 -0.319
Cl -1.4532 1.3021 0.9830 0.087
H 1.1139 1.2924 -0.7066 -0.030
H 1.9118 1.1309 0.6376 -0.058
H -1.2114 -2.0705 -0.1811 0.048
H -0.6969 -1.0340 -1.3191 0.034
```

Electronic energy   -24857.1512 eV
SMILES   NP(N)Cl
Frontier orbital gap   10.5 eV
Maximum force   0.1199 hartree/bohr
Highest occupied orbital energy   -9.4280 eV

***

(6)
The following is a DFT calculation (ωB97M-V with the def2-TZVPD basis set) of 2 unconnected molecules or ions with the total composition C3H11NO2 in a non-equilibrium geometry.

```
17
Properties=species:S:1:pos:R:3:lowdin_charge:R:1
C 0.7370 4.4879 0.9578 -0.086
C 0.5604 2.9823 0.8551 -0.325
O -0.7143 2.6330 1.3804 -0.087
H 0.4935 5.0016 0.0266 0.070
H 1.7193 4.8090 1.2670 0.065
H 0.0333 4.8770 1.6697 0.066
H 0.7046 2.6121 -0.1658 0.108
H 1.3309 2.4978 1.4708 0.105
H -0.9349 1.7476 1.0585 0.084
N -1.4404 -3.5388 -1.3613 0.004
C -0.0864 -4.0714 -1.3293 -0.358
O 0.3225 -4.2682 -0.0030 -0.060
H -1.5884 -2.7487 -1.9588 0.052
H -1.9042 -3.4959 -0.4726 0.060
H 0.6171 -3.3170 -1.6911 0.112
H -0.1004 -5.0009 -1.8973 0.106
H 0.2503 -5.2073 0.1934 0.084
```

Electronic energy   -8873.4363 eV
SMILES   CCO.NCO
Frontier orbital gap   9.7 eV
Maximum force   0.0235 hartree/bohr
Highest occupied orbital energy   -9.0722 eV